1.
Here is a cluster of 2 separate species, C3H5BrO2S in total at a distorted geometry from the Open Molecules 2025 dataset. Energies are from ωB97M-V with the def2-TZVPD basis set.

Positions of all 12 atoms, in Å:
C -0.0608 0.4670 1.0465
C -1.3237 -0.4518 0.9320
C 0.0982 -0.9284 1.0369
O -0.2579 0.0455 -2.5382
O 2.0870 -0.5347 -2.6888
S 0.9716 -0.0655 -1.8556
Br 1.3134 2.3160 -1.3804
H 0.1926 1.2047 0.3418
H -0.0287 0.9121 2.0971
H -1.8593 -0.4162 1.8967
H -1.8081 -0.7422 0.0768
H 0.6757 -1.8065 1.0352

Forces on atoms 1 to 3 (eV/Å):
C -1.5 0.2 2.8
C 2.9 0.2 3.3
C -1.7 0.9 -1.2

## Properties
Maximum force   4.44 eV/A
Energy relative to the best compared isomer or geometry (same formula, charge and spin)   3.6732 eV
Gap between HOMO and LUMO (spin up / spin down)   0.2855 / 0.1873 Eh


2.
Here is a cluster of 2 separate species, C2H2O2S in total at a distorted geometry from the Open Molecules 2025 dataset. Energies are from ωB97M-V with the def2-TZVPD basis set.

Positions of all 7 atoms, in Å:
C -1.0316 -0.2702 0.2008
C 0.2057 -0.6073 -0.3340
O -1.7738 -0.1131 1.0523
O -0.9309 -0.1881 -1.1139
S 1.9056 1.2329 -0.0125
H 0.7574 -1.5097 -0.6167
H 0.8675 1.4555 0.8240

Forces on atoms 1 to 3 (eV/Å):
C 1.6 -0.6 -0.5
C 3.6 1.4 -1.0
O -2.9 0.7 2.8

## Properties
Maximum force   4.10 eV/A
Energy relative to the best compared isomer or geometry (same formula, charge and spin)   3.4635 eV
Gap between HOMO and LUMO (spin up / spin down)   0.2975 / 0.2975 Eh


3.
Here is a cluster of 11 separate species, C52H87N3O10 in total at a distorted geometry from the Open Molecules 2025 dataset. Energies are from ωB97M-V with the def2-TZVPD basis set.

Positions of all 152 atoms, in Å:
N -3.0981 11.0548 1.8428
C -4.5629 10.9458 1.8984
C -5.1228 9.6597 1.2395
C -4.8477 9.5981 -0.3071
N -4.1367 8.3188 -0.5851
C -2.8134 8.2708 -0.4586
C -2.0836 7.1193 -0.6583
C -2.7950 5.9701 -1.0108
C -2.0891 4.6622 -1.2040
C -2.1817 3.8744 -2.3503
C -1.5050 2.6723 -2.3645
N -0.7803 2.2609 -1.3255
C -0.0935 0.9404 -1.3507
C 1.4484 1.1597 -1.3742
C 2.1792 0.0619 -2.1865
C 3.4914 0.6401 -2.7273
C 4.7193 -0.0291 -2.3592
C 5.9850 0.5015 -2.7817
C 5.9518 1.7095 -3.5719
C 4.7549 2.3880 -3.9788
C 3.4936 1.8374 -3.5520
C -0.6376 3.0066 -0.2207
C -1.2852 4.2134 -0.1399
C -4.1857 6.0287 -1.1758
C -4.8222 7.2314 -0.9541
H -2.6743 10.1420 1.9564
H -2.7962 11.5023 0.9839
H -4.8307 10.8932 2.9662
H -5.0245 11.8647 1.5153
H -6.1931 9.5910 1.4760
H -4.6354 8.7971 1.7234
H -5.8096 9.6148 -0.8281
H -4.2373 10.4618 -0.5905
H -2.2671 9.1715 -0.1785
H -1.0039 7.0985 -0.5271
H -2.7726 4.2052 -3.2019
H -1.5360 1.9822 -3.2099
H -0.4814 0.3175 -2.1704
H -0.3343 0.4531 -0.3857
H 1.8574 1.1420 -0.3520
H 1.6332 2.1753 -1.7507
H 1.5819 -0.2950 -3.0436
H 2.3893 -0.8234 -1.5713
H 4.6704 -0.9094 -1.7182
H 6.9184 0.0373 -2.4727
H 6.9197 2.1133 -3.8708
H 4.7232 3.3131 -4.5490
H 2.5170 2.2829 -3.7465
H -0.0288 2.6723 0.6194
H -1.1980 4.8390 0.7470
H -4.7968 5.1695 -1.4433
H -5.9051 7.2547 -1.0683
C 0.3477 0.8340 3.9861
C -0.8067 0.3265 3.1742
O -0.6796 0.0733 1.9878
C -2.1217 0.1399 3.8799
H 1.2262 0.9177 3.3459
H 0.1139 1.8202 4.3945
H 0.5656 0.1317 4.7986
H -2.4659 1.0938 4.2836
H -2.0104 -0.5854 4.6874
H -2.8636 -0.2323 3.1753
C -0.3980 -2.5892 7.5190
C 0.6857 -2.3993 6.4946
O 0.8362 -1.3333 5.9294
C 1.5692 -3.5794 6.1999
H -0.9569 -1.6616 7.6300
H -1.0808 -3.3745 7.1903
H 0.0400 -2.8522 8.4828
H 0.9686 -4.4074 5.8189
H 2.0946 -3.8864 7.1053
H 2.3042 -3.3027 5.4448
C 4.4582 -0.7724 -6.0271
C 4.4150 -1.2527 -7.4570
O 5.2818 -1.9608 -7.9117
C 3.2410 -0.8110 -8.2976
H 5.3487 -1.1729 -5.5456
H 4.4957 0.3150 -5.9539
H 3.5786 -1.1468 -5.4987
H 3.2227 0.2780 -8.3694
H 2.3095 -1.1697 -7.8556
H 3.3364 -1.2269 -9.2988
C 3.6310 -7.6668 6.6920
C 2.3735 -7.4286 5.8951
O 1.3207 -7.1777 6.4386
C 2.4799 -7.5159 4.3924
H 3.4080 -7.5737 7.7531
H 4.0102 -8.6715 6.5000
H 4.3879 -6.9270 6.4254
H 2.8081 -8.5139 4.0986
H 3.1857 -6.7693 4.0239
H 1.5034 -7.3240 3.9504
C -5.1133 -4.8221 6.8587
C -4.0243 -4.6285 5.8356
O -3.8685 -3.5644 5.2728
C -3.1370 -5.8108 5.5399
H -5.6716 -3.8943 6.9709
H -5.7972 -5.6068 6.5318
H -4.6770 -5.0886 7.8225
H -3.7360 -6.6379 5.1555
H -2.6129 -6.1203 6.4457
H -2.4006 -5.5308 4.7878
C -3.2774 -10.5254 4.4999
C -4.6410 -9.9774 4.8430
O -4.8828 -9.5346 5.9425
C -5.6907 -10.0049 3.7589
H -2.6272 -10.4432 5.3689
H -3.3572 -11.5767 4.2192
H -2.8408 -9.9537 3.6788
H -5.8773 -11.0331 3.4456
H -5.3615 -9.4102 2.9049
H -6.6171 -9.5827 4.1440
C 5.4916 0.3310 2.7197
C 4.8646 -1.0175 2.4611
O 5.5375 -2.0095 2.3154
C 3.3565 -1.0759 2.3914
H 6.5743 0.2265 2.7442
H 5.2234 1.0267 1.9218
H 5.1540 0.7212 3.6815
H 2.9947 -0.4423 1.5779
H 2.9246 -0.7490 3.3389
H 3.0449 -2.1017 2.2014
C -0.3781 10.2236 -3.6063
C -1.7592 10.7387 -3.2937
O -2.0259 11.2143 -2.2080
C -2.7961 10.6390 -4.3827
H 0.2638 10.3592 -2.7372
H -0.4224 9.1599 -3.8492
H 0.0462 10.7775 -4.4443
H -2.9475 9.5939 -4.6602
H -2.4779 11.2113 -5.2548
H -3.7393 11.0470 -4.0228
C -3.3426 -2.2489 -2.1627
C -2.2641 -2.0550 -3.1964
O -2.1168 -0.9915 -3.7675
C -1.3758 -3.2331 -3.4944
H -3.9061 -1.3241 -2.0486
H -4.0249 -3.0384 -2.4800
H -2.8957 -2.5101 -1.2018
H -1.9733 -4.0651 -3.8689
H -0.8440 -3.5367 -2.5909
H -0.6477 -2.9550 -4.2543
C 5.4998 -7.2296 -9.8517
C 4.7686 -5.9089 -9.8312
O 3.7618 -5.7362 -10.4801
C 5.3442 -4.8133 -8.9686
H 4.9777 -7.9216 -10.5099
H 6.5153 -7.0879 -10.2248
H 5.5303 -7.6548 -8.8470
H 6.3527 -4.5651 -9.3025
H 5.3665 -5.1331 -7.9252
H 4.7236 -3.9274 -9.0496

Forces on atoms 1 to 3 (eV/Å):
N -0.7 0.1 -0.5
C 0.3 -0.4 0.7
C 0.1 0.5 -0.1

## Properties
Maximum force   3.03 eV/A
Charge   +2
Gap between HOMO and LUMO   0.1555 Eh